(1)
Computed, not measured: one molecule with the formula C6H15N in a non-equilibrium geometry, with ωB97M-V/def2-TZVPD.

```
! RIJCOSX wB97M-V def2-TZVPD def2/J DEFGRID3
* xyz 0 1
C -1.18534 1.83044 -1.64092
C 0.01592 1.29309 -0.79178
C -0.41522 -0.03946 -0.19289
C 0.08037 -1.15155 -1.12208
C 0.26919 -0.19306 1.27119
C 1.61952 -0.77719 1.25752
N -0.73128 -1.02632 1.97574
H -0.80865 2.52087 -2.45052
H -1.95937 2.44596 -1.07884
H -1.88599 1.07909 -2.05701
H 0.18636 1.96435 0.06206
H 0.89946 1.23008 -1.47256
H -1.52070 -0.15442 0.05827
H -0.16231 -2.11656 -0.67914
H -0.42969 -1.10620 -2.05380
H 1.14749 -0.87457 -1.51327
H -0.00292 0.79732 1.83606
H 1.55726 -1.90531 1.02219
H 2.43897 -0.52075 0.54769
H 2.13007 -0.47949 2.11803
H -0.66109 -2.00356 1.85105
H -0.58204 -0.81275 3.05303
*
```

Properties
SMILES = CC[C@@H](C)[C@H](C)N
E_tot = -292.29069 a.u.
frontier orbital gap = 10.248 eV
HOMO energy = -9.16 eV
ΔE to the lowest compared entry with this formula, charge and spin = 2.132 eV


(2)
Computed, not measured: a 2-piece molecular cluster, C6H15N overall in a non-equilibrium geometry, with ωB97M-V/def2-TZVPD.

```
! RIJCOSX wB97M-V def2-TZVPD def2/J DEFGRID3
* xyz 0 1
C -0.25031 1.07788 0.50857
N 0.64949 -0.04582 0.41673
C 1.99227 0.34316 0.81503
C 3.00654 0.16789 -0.29484
C -1.62111 0.80216 -0.10269
C -1.67160 -1.72014 -0.70724
C -2.21474 -0.59139 0.16191
H -0.43152 1.32298 1.57423
H 0.19570 1.95822 0.03803
H -1.58982 1.01426 -1.18851
H 2.00589 1.37505 1.19239
H 2.26799 -0.29023 1.66524
H 3.06308 -0.86165 -0.65509
H 4.01317 0.42741 0.04149
H 2.75693 0.76797 -1.17192
H 0.07034 0.08977 -1.16187
H -2.28245 1.55994 0.32607
H -0.59551 -1.80295 -0.61208
H -2.13520 -2.66710 -0.41774
H -1.94351 -1.57667 -1.75852
H -3.30247 -0.51698 0.12310
H -1.98315 -0.83377 1.20772
*
```

Properties
E_tot = -292.21498 a.u.
frontier orbital gap = 9.122 eV
HOMO energy = -8.84 eV
ΔE to the lowest compared entry with this formula, charge and spin = 4.192 eV


(3)
Computed, not measured: one molecule with the formula C6H15N in a non-equilibrium geometry, with ωB97M-V/def2-TZVPD.

```
! RIJCOSX wB97M-V def2-TZVPD def2/J DEFGRID3
* xyz 0 1
C 0.22749 -1.93743 2.10143
C 0.22096 -1.44944 0.61764
C 0.78246 -0.03514 0.52888
N -0.24203 0.86721 -0.10890
C -1.37931 1.40505 0.62526
C -0.40936 0.71367 -1.52764
C 0.82475 1.04582 -2.36251
H 1.27781 -1.93448 2.38518
H -0.36980 -1.21952 2.64145
H -0.14410 -2.95359 2.18835
H 0.77110 -2.17780 -0.01023
H -0.80410 -1.53819 0.13694
H 0.91726 0.41402 1.50481
H 1.74544 -0.01288 0.02996
H -1.62206 2.31861 0.12609
H -1.19973 1.50755 1.68554
H -2.30691 0.77765 0.58417
H -1.32523 1.17694 -1.95590
H -0.48797 -0.41262 -1.54210
H 1.59700 0.23579 -2.31402
H 0.58328 1.31080 -3.39884
H 1.34306 1.89797 -1.93558
*
```

Properties
SMILES = CCCN(C)CC
E_tot = -292.30580 a.u.
frontier orbital gap = 8.653 eV
HOMO energy = -7.54 eV
ΔE to the lowest compared entry with this formula, charge and spin = 1.721 eV


(4)
Computed, not measured: a 2-piece molecular cluster, C6H15N overall, with ωB97M-V/def2-TZVPD.

```
! RIJCOSX wB97M-V def2-TZVPD def2/J DEFGRID3
* xyz 0 1
C -2.47294 -0.61035 -0.19935
C -2.02607 0.72688 -0.70530
C -1.28404 1.60977 -0.03660
N -0.85121 1.49683 1.27535
H -2.46051 -1.34158 -1.00687
H -1.83048 -0.97586 0.60297
H -3.49311 -0.55631 0.18411
H -2.36494 0.99240 -1.69494
H -1.02403 2.55268 -0.49749
H 0.00973 1.97421 1.48617
H -0.89344 0.56089 1.65438
C 2.24132 0.45735 -0.61142
C 1.35194 -0.77913 -0.57504
C 1.41229 -1.48034 0.77745
H 2.18102 0.94227 -1.58495
H 3.28100 0.18672 -0.42575
H 1.94086 1.17166 0.14762
H 1.67209 -1.47494 -1.35212
H 0.32476 -0.48754 -0.79604
H 0.74861 -2.33926 0.79479
H 1.11544 -0.80143 1.57687
H 2.42175 -1.82497 0.98614
*
```

Properties
SMILES = C/C=C\N.CCC
E_tot = -292.33927 a.u.
frontier orbital gap = 9.075 eV
HOMO energy = -8.02 eV
ΔE to the lowest compared entry with this formula, charge and spin = 0.810 eV


(5)
Computed, not measured: a 2-piece molecular cluster, C6H15N overall in a non-equilibrium geometry, with ωB97M-V/def2-TZVPD.

```
! RIJCOSX wB97M-V def2-TZVPD def2/J DEFGRID3
* xyz 1 2
C 0.86458 1.13779 -1.82881
C 0.04044 2.06775 -2.76741
C -0.01045 0.22369 -0.98814
N 0.77640 -0.53080 -0.01831
C -0.14839 -1.45553 0.60344
C 0.05300 -1.69005 2.09552
C 0.06668 -0.30625 2.80783
H 1.56873 0.50344 -2.36960
H 1.52334 1.74391 -1.18152
H 0.05918 3.06595 -2.45663
H 0.37958 2.00610 -3.80725
H -1.01377 1.75327 -2.79430
H -0.51687 -0.46318 -1.69372
H -0.84472 0.87335 -0.51589
H -2.07354 -1.01353 0.59941
H -0.14841 -2.41738 0.11137
H -1.14125 -1.06265 0.45602
H -0.69559 -2.31614 2.54802
H 1.02433 -2.20210 2.21974
H 0.23010 -0.41755 3.90778
H -0.87855 0.22840 2.65194
H 0.88519 0.27151 2.42052
*
```

Properties
E_tot = -291.87072 a.u.
frontier orbital gap (spin up / spin down) = 7.718 / 7.749 eV
⟨S²⟩ = 0.76
HOMO energy (spin up / spin down) = -15.19 / -15.38 eV
ΔE to the lowest compared entry with this formula, charge and spin = 5.210 eV


(6)
Computed, not measured: C6H15N as an isolated structure in a non-equilibrium geometry, with ωB97M-V/def2-TZVPD.

```
! RIJCOSX wB97M-V def2-TZVPD def2/J DEFGRID3
* xyz 1 2
C 0.38228 1.36087 1.46770
C 1.41793 2.09705 0.56099
C -0.76573 0.71649 0.96984
N -0.92543 0.18781 -0.34483
C 0.71251 -0.47780 -1.89325
C 0.19616 -0.81199 -0.47811
C -0.28954 -2.26868 -0.40178
H -1.75811 0.83027 1.48313
H 0.47186 1.74252 2.45696
H 0.88928 2.44223 -0.34095
H 2.22670 1.46159 0.17330
H 1.73470 2.97518 1.15296
H -4.81018 -2.86339 1.36248
H -4.59399 -2.39640 0.85282
H -0.00112 0.03431 1.58662
H 1.63889 -1.13051 -2.02906
H 1.15405 0.54575 -1.79156
H 0.00988 -0.57856 -2.72176
H 1.02354 -0.55565 0.26249
H -0.86509 -2.36809 0.51384
H 0.48934 -3.01262 -0.66184
H -1.05340 -2.13697 -1.23805
*
```

Properties
E_tot = -291.87963 a.u.
frontier orbital gap (spin up / spin down) = 9.123 / 9.296 eV
⟨S²⟩ = 0.76
HOMO energy (spin up / spin down) = -14.68 / -15.65 eV
ΔE to the lowest compared entry with this formula, charge and spin = 4.967 eV


(7)
Computed, not measured: a 2-piece molecular cluster, C6H15N2 overall in a non-equilibrium geometry, with ωB97M-V/def2-TZVPD.

```
! RIJCOSX wB97M-V def2-TZVPD def2/J DEFGRID3
* xyz 1 1
C 1.56988 -0.92545 -1.62175
C 1.42141 -1.27013 -2.91278
C 2.27735 0.96724 -0.22330
N 1.99468 0.42639 -1.36005
H 1.21336 -1.48412 -0.75736
H 1.69477 -0.55881 -3.76657
H 0.99378 -2.25590 -3.20370
H 2.57952 2.00859 -0.17092
H 2.18203 0.40523 0.68240
H 1.95940 1.05155 -2.20477
C -0.15351 -0.34172 1.14158
C -1.59714 -0.12997 1.52894
C -1.87672 1.41045 1.61741
N -2.51981 -0.79903 0.55366
H 0.47721 0.13360 1.92205
H 0.07623 -1.42541 1.11825
H -0.00698 0.13253 0.14769
H -1.77429 -0.61255 2.52459
H -2.95006 1.61249 1.85230
H -1.23462 1.95630 2.36283
H -1.62907 1.86822 0.61544
H -2.31099 -1.79470 0.52647
H -2.38645 -0.37478 -0.37242
*
```

Properties
E_tot = -346.79711 a.u.
frontier orbital gap = 6.757 eV
HOMO energy = -12.24 eV
ΔE to the lowest compared entry with this formula, charge and spin = 3.142 eV


(8)
Computed, not measured: C6H15N2 as an isolated structure in a non-equilibrium geometry, with ωB97M-V/def2-TZVPD.

```
! RIJCOSX wB97M-V def2-TZVPD def2/J DEFGRID3
* xyz 1 1
C -0.48452 2.41803 -0.47631
C -1.46884 -1.48626 0.28050
C -0.39016 0.06196 1.91250
C 1.89354 0.43934 -0.26086
C -0.14058 -0.85465 0.71142
C 0.51306 -0.09927 -0.43319
N -0.74516 1.27837 -0.88477
N 0.33625 -0.80674 -1.73645
H -1.17857 3.20834 -0.74534
H 0.36784 2.72192 0.12875
H -1.98464 -1.87259 1.15364
H -1.34336 -2.32249 -0.40483
H -2.11079 -0.73466 -0.17273
H 0.52215 0.53499 2.25916
H -1.10946 0.83062 1.64670
H -0.80348 -0.51349 2.73389
H 2.15998 1.12404 -1.06669
H 2.61478 -0.38190 -0.24320
H 1.98472 0.97132 0.68283
H 0.55191 -1.64707 1.02651
H 0.99185 -0.44906 -2.44315
H -0.63227 -0.59583 -2.03006
H 0.45575 -1.82488 -1.63833
*
```

Properties
E_tot = -346.82241 a.u.
frontier orbital gap = 10.268 eV
HOMO energy = -13.50 eV
ΔE to the lowest compared entry with this formula, charge and spin = 2.453 eV


(9)
Computed, not measured: an isolated ion of composition C6H15N2 and charge +1 in a non-equilibrium geometry, with ωB97M-V/def2-TZVPD.

```
! RIJCOSX wB97M-V def2-TZVPD def2/J DEFGRID3
* xyz 1 1
C -1.89867 0.03948 -0.62588
C -0.73581 0.68532 0.07531
C -0.72953 0.90904 1.39410
N -1.71552 0.68247 2.32000
C 0.46523 1.14938 -0.75575
C 1.81001 0.38753 -0.66239
C 1.81778 -1.13306 -0.83744
N 0.74092 -1.83517 -0.02838
H -2.68363 -0.34708 0.02756
H -1.72848 -0.76523 -1.35098
H -2.40013 0.82828 -1.20681
H 0.11303 1.42039 1.83847
H -1.70184 1.19218 3.18811
H -2.68162 0.55750 2.03267
H 0.64008 2.14846 -0.36102
H 0.18762 1.32564 -1.79547
H 2.32670 0.66180 0.24877
H 2.33852 0.76269 -1.53535
H 1.69945 -1.42091 -1.87019
H 2.78042 -1.48123 -0.46144
H 0.64030 -1.35859 0.87598
H 0.85716 -2.84483 -0.03599
H -0.14199 -1.56407 -0.47388
*
```

Properties
SMILES = C/C(=C\N)CCC[NH3+]
E_tot = -346.86223 a.u.
frontier orbital gap = 8.388 eV
HOMO energy = -11.57 eV
ΔE to the lowest compared entry with this formula, charge and spin = 1.370 eV


(10)
Computed, not measured: a 3-piece molecular cluster, C6H15N2O2 overall in a non-equilibrium geometry, with ωB97M-V/def2-TZVPD.

```
! RIJCOSX wB97M-V def2-TZVPD def2/J DEFGRID3
* xyz 1 1
C -0.31825 1.32515 -1.38392
C -0.00446 0.07286 -2.17827
C 1.08235 -0.80087 -1.52701
C 0.62035 -1.46666 -0.27409
C 0.47420 -2.77820 -0.00507
N 0.09436 -2.89106 1.31685
C 0.14508 -1.67495 1.86762
N 0.48730 -0.79908 0.95991
H -0.39917 2.20614 -2.01577
H 0.39323 1.55283 -0.59815
H -1.29241 1.30309 -0.89828
H 0.13431 0.16698 -3.24987
H -0.88561 -0.58169 -2.12148
H 1.97898 -0.21798 -1.28814
H 1.34425 -1.62204 -2.19797
H 0.59938 -3.60128 -0.69156
H 0.22286 -3.69447 1.90793
H -0.09563 -1.54444 2.90595
H 0.50007 0.23811 1.05656
H -2.49165 3.23734 0.58210
H -2.47584 2.62300 1.96326
O -1.91451 2.75608 1.18942
H 1.13353 2.32014 1.03767
H -0.11530 2.11001 1.90135
O 0.78258 1.76099 1.74097
*
```

Properties
E_tot = -497.39989 a.u.
frontier orbital gap = 10.993 eV
HOMO energy = -13.62 eV
ΔE to the lowest compared entry with this formula, charge and spin = 0.777 eV


> Among the records above, which one has the highest ΔE to the lowest compared entry with this formula, charge and spin?

number 5


Repeat the first record exactly.
Computed, not measured: one molecule with the formula C6H15N in a non-equilibrium geometry, with ωB97M-V/def2-TZVPD.

```
! RIJCOSX wB97M-V def2-TZVPD def2/J DEFGRID3
* xyz 0 1
C -1.18534 1.83044 -1.64092
C 0.01592 1.29309 -0.79178
C -0.41522 -0.03946 -0.19289
C 0.08037 -1.15155 -1.12208
C 0.26919 -0.19306 1.27119
C 1.61952 -0.77719 1.25752
N -0.73128 -1.02632 1.97574
H -0.80865 2.52087 -2.45052
H -1.95937 2.44596 -1.07884
H -1.88599 1.07909 -2.05701
H 0.18636 1.96435 0.06206
H 0.89946 1.23008 -1.47256
H -1.52070 -0.15442 0.05827
H -0.16231 -2.11656 -0.67914
H -0.42969 -1.10620 -2.05380
H 1.14749 -0.87457 -1.51327
H -0.00292 0.79732 1.83606
H 1.55726 -1.90531 1.02219
H 2.43897 -0.52075 0.54769
H 2.13007 -0.47949 2.11803
H -0.66109 -2.00356 1.85105
H -0.58204 -0.81275 3.05303
*
```

Properties
SMILES = CC[C@@H](C)[C@H](C)N
E_tot = -292.29069 a.u.
frontier orbital gap = 10.248 eV
HOMO energy = -9.16 eV
ΔE to the lowest compared entry with this formula, charge and spin = 2.132 eV


> Among the records above, which one has the lowest E_tot?

C6H15N2O2


> The highest E_tot belongs to which entry?

number 5